22
Properties=species:S:1:pos:R:3:forces:R:3 method="wB97M-V/def2-TZVPD" spin_multiplicity=1 energy_ev=-10436.588 orbital_gap_ev=9.69 lumo_ha=0.0327 homo_energy_ev=-8.80
H 0.21399 0.65448 -2.75973 -1.521 0.480 0.898
N 1.14216 0.67504 -2.43996 5.169 -1.379 0.314
C 1.65000 0.35660 -1.27467 -5.827 1.621 -2.885
N 0.82176 0.52058 -0.19989 0.774 -1.541 3.282
C 0.91263 -0.53000 0.88058 -4.613 -0.171 -3.370
C 0.06337 -0.32272 2.11426 2.021 0.373 0.148
C -1.34453 -0.72427 1.96123 -1.493 2.766 -2.064
C -1.81414 -2.09530 2.02112 0.681 -4.067 1.411
H 2.59160 -0.11043 -1.10172 0.932 0.256 -0.032
H -0.11493 0.90371 -0.29144 0.516 -0.157 -0.644
H 1.78291 -0.56263 1.31491 5.589 -0.108 1.109
H 0.68735 -1.54273 0.36336 0.267 1.296 1.173
H 0.72560 -0.71933 2.88465 -0.842 -1.765 0.465
H 0.23219 0.65241 2.59480 -0.765 0.771 -1.209
H -1.86833 -0.04756 2.59055 -1.072 0.196 0.900
H -1.72314 -0.36067 0.92393 0.954 -0.163 1.377
H -2.36907 -2.44817 1.15749 -0.009 0.081 -0.041
H -1.01077 -2.85665 2.22545 0.014 0.744 -0.953
H -2.35865 -2.41093 2.91102 -0.778 0.802 0.107
O 0.55131 3.65764 -5.65929 0.338 -0.058 -5.190
H -0.07354 3.76359 -5.04067 -3.925 0.640 3.348
H 1.30223 3.54734 -5.17596 3.589 -0.614 1.857


12
Properties=species:S:1:pos:R:3:forces:R:3 method="wB97M-V/def2-TZVPD" spin_multiplicity=1 smiles="CC(=O)CC=O" energy_ev=-8339.709 orbital_gap_ev=10.51 lumo_ha=0.0190 homo_energy_ev=-9.99
C 1.45972 0.28717 -0.76766 0.046 0.079 -0.030
C 0.40901 0.74805 0.21319 -0.039 0.237 0.016
O 0.24984 1.90952 0.51381 0.061 -0.436 -0.121
C -0.50832 -0.33646 0.78030 0.016 -0.081 0.065
C -1.66784 -0.53497 -0.17700 -0.036 -0.248 -0.180
O -1.85198 -1.54554 -0.80886 0.080 0.436 0.263
H 1.01075 -0.35419 -1.53527 0.038 0.074 0.129
H 2.21532 -0.31412 -0.24863 -0.128 0.067 -0.038
H 1.93808 1.15246 -1.22977 -0.065 -0.130 0.066
H 0.00855 -1.29274 0.90009 -0.043 0.148 -0.033
H -0.89615 0.02448 1.73844 0.038 -0.038 -0.135
H -2.34017 0.34104 -0.28093 0.032 -0.107 -0.002


93
Properties=species:S:1:pos:R:3:forces:R:3 method="wB97M-V/def2-TZVPD" spin_multiplicity=3 energy_ev=-72088.020 s2=2.0169 orbital_gap_ev="7.77 / 6.80" lumo_ha="-0.1727 / -0.1953" homo_energy_ev="-12.47 / -12.11" charge=+2
Mo -0.85303 -0.26910 -0.12762 -0.706 -0.112 0.258
N -2.63152 -3.80847 1.51995 0.128 -0.006 0.184
C -1.96423 -3.53524 2.69478 -0.105 -0.070 -0.105
C -1.19012 -2.44733 2.44936 0.116 0.049 -0.131
N -1.35882 -2.05371 1.13936 0.122 -0.009 0.165
C -2.23072 -2.89560 0.61733 -0.215 0.097 -0.554
C -2.57215 -2.69737 -0.77735 0.153 -0.044 0.526
N -2.09093 -1.61022 -1.35956 -0.022 -0.010 -0.117
C -2.37649 -1.74587 -2.70278 -0.047 0.116 0.108
C -3.05412 -2.90492 -2.90678 -0.025 -0.048 0.117
N -3.17699 -3.49870 -1.67154 0.002 0.011 -0.124
H -3.30221 -4.54773 1.38976 -0.002 0.021 -0.009
H -2.09853 -4.13688 3.57306 0.001 -0.025 0.089
H -0.49431 -1.95607 3.10482 0.015 0.023 0.033
H -2.08236 -1.00886 -3.42556 0.001 0.057 -0.056
H -3.45519 -3.35041 -3.79638 -0.037 -0.027 -0.084
H -3.62604 -4.38124 -1.48507 0.025 0.031 -0.044
C -0.74996 0.80295 4.29940 -0.012 0.114 -0.091
N -1.00020 2.01825 3.52938 0.044 -0.046 -0.019
C -0.56861 3.27670 3.89870 -0.065 0.049 -0.076
C -1.00610 4.14200 2.95942 0.001 -0.100 0.080
N -1.68882 3.38878 2.03080 -0.013 -0.076 -0.014
C -1.68172 2.09038 2.37206 -0.007 -0.203 0.003
S -2.45165 0.76081 1.56149 0.028 0.097 -0.156
H -0.82850 1.04321 5.35673 0.023 -0.033 -0.005
H 0.24663 0.42277 4.07470 -0.008 -0.054 0.027
H -1.50559 0.07164 4.02803 0.020 -0.021 0.036
H -0.00736 3.43725 4.79919 0.046 0.044 0.063
H -0.90631 5.20644 2.88004 0.011 0.110 0.000
H -2.20356 3.73549 1.23460 0.080 0.030 0.053
C -3.13742 4.15309 -0.67601 -0.015 0.058 -0.077
C -1.77198 3.86140 -1.30427 0.126 0.241 0.044
Sb -1.45966 1.84304 -1.90073 0.026 -0.251 0.150
C -0.21087 2.19721 -3.58687 0.049 -0.009 -0.127
C -0.80080 3.11768 -4.64887 0.013 -0.001 -0.035
C -3.35927 1.63336 -2.86037 0.016 0.057 -0.112
C -4.50089 1.21155 -1.94284 -0.093 0.051 0.009
H -3.14794 5.13037 -0.18939 0.007 0.050 0.017
H -3.47200 3.39825 0.04260 -0.022 -0.020 -0.074
H -3.90847 4.19362 -1.44375 -0.022 -0.034 0.021
H -0.92808 4.18096 -0.68850 -0.077 -0.029 0.096
H -1.68431 4.42390 -2.23424 0.033 0.056 0.036
H 0.00984 1.21315 -4.00299 0.007 -0.041 -0.053
H 0.73436 2.57959 -3.19797 0.010 0.031 -0.003
H -1.73876 2.73445 -5.04939 -0.024 -0.033 -0.001
H -0.11176 3.22227 -5.48636 0.030 -0.005 -0.019
H -0.98843 4.12104 -4.27019 -0.002 0.039 0.035
H -3.23777 0.95797 -3.70816 -0.027 -0.070 0.044
H -3.55221 2.61719 -3.29102 -0.040 0.006 -0.051
H -4.26046 0.32952 -1.35340 0.063 -0.145 0.027
H -5.39884 0.99277 -2.52174 0.004 0.001 -0.014
H -4.75869 2.00277 -1.23793 0.013 -0.074 -0.028
C 3.17347 -2.67943 5.25003 -0.008 0.019 -0.041
C 2.93373 -3.82344 4.50488 -0.014 0.031 -0.086
C 2.49946 -3.71494 3.19210 0.035 -0.033 0.163
C 2.30694 -2.46901 2.59689 -0.073 -0.014 -0.295
C 2.55237 -1.32385 3.35611 0.021 0.191 0.168
C 2.97795 -1.43171 4.67037 0.017 -0.036 0.026
C 1.80957 -2.45509 1.20992 -0.045 -0.167 0.278
C 1.68372 -1.43803 0.35630 0.010 0.387 -0.399
C 2.16189 -0.04444 0.61220 -0.084 0.027 -0.198
C 1.23954 0.99597 0.73214 -0.072 -0.096 0.114
C 1.63364 2.32727 0.77923 0.174 0.019 -0.001
C 2.98591 2.63474 0.71920 -0.052 -0.051 0.009
C 3.91910 1.60792 0.64146 -0.055 -0.011 -0.004
C 3.51161 0.28152 0.57662 0.047 0.081 -0.086
H 3.51829 -2.75819 6.27051 0.009 0.005 0.056
H 3.08939 -4.80079 4.93825 0.007 -0.033 0.038
H 2.31500 -4.61332 2.61805 -0.019 -0.041 -0.054
H 2.42987 -0.33454 2.93093 -0.017 -0.142 0.069
H 3.17377 -0.53507 5.24332 0.009 0.017 0.023
H 1.46041 -3.42413 0.86203 0.017 -0.020 -0.014
H 0.18612 0.85347 1.05821 0.000 0.101 0.166
H 0.89145 3.10966 0.88459 0.013 -0.006 0.017
H 3.31512 3.66291 0.75492 0.004 0.051 -0.005
H 4.97277 1.84657 0.61861 0.053 -0.010 -0.005
H 4.24474 -0.50849 0.48781 0.027 -0.040 0.009
C 1.69436 -2.31979 -3.92013 -0.223 -0.055 -0.118
Si 2.48258 -1.51483 -2.44762 0.081 -0.134 0.013
C 3.98836 -2.44996 -1.89946 0.098 -0.068 0.154
C 2.84371 0.27032 -2.82528 0.014 0.127 0.039
C 1.15797 -1.65550 -1.05174 0.011 0.119 0.299
H 2.33285 -2.24823 -4.80070 0.051 0.019 -0.032
H 0.74590 -1.83256 -4.16734 -0.010 -0.039 -0.028
H 1.49607 -3.37830 -3.74338 -0.018 -0.027 -0.007
H 4.45373 -2.95643 -2.74444 0.020 -0.010 -0.074
H 3.74136 -3.21050 -1.15671 0.021 -0.040 0.014
H 4.74052 -1.79106 -1.46628 0.028 0.007 0.051
H 3.87756 0.38355 -3.15128 0.077 -0.004 -0.014
H 2.69826 0.92721 -1.96779 -0.003 0.059 0.022
H 2.21465 0.62237 -3.63868 -0.082 0.068 -0.093
H 0.68113 -2.63064 -1.16328 -0.035 -0.011 0.068
H 0.45904 -0.84528 -1.42850 0.339 -0.083 -0.284